Molecular formula: C17H26Cl18F9INO3S
Method: DFT, ωB97M-V with the def2-TZVPD basis set

Geometry as ORCA input:
```
! RIJCOSX wB97M-V def2-TZVPD def2/J DEFGRID3
* xyz -1 1
F -1.548 1.705 4.597
Cl -0.450 -5.541 3.059
H -4.102 -1.496 6.196
F -1.039 -0.657 3.834
I 2.089 -0.506 -1.584
Cl 2.046 -4.033 3.395
H 0.043 -3.839 4.602
O -0.053 2.348 -4.615
Cl -0.413 6.825 4.935
H 1.718 0.095 5.081
Cl 3.417 1.789 -3.819
H -1.706 1.412 -3.812
C -6.126 -2.870 10.254
Cl 4.977 1.388 -6.274
H -1.971 1.509 -6.220
H 8.745 0.365 -9.674
H -1.739 -5.362 -0.783
H 1.575 3.852 -6.281
C 0.285 -4.012 3.561
H 0.696 4.767 5.154
O -0.902 -1.815 -1.059
N -2.094 -0.559 -5.721
F -2.145 1.292 0.307
H -0.339 -4.280 -0.991
C -0.762 -5.249 -1.235
F -1.301 2.609 2.662
Cl -6.102 -4.408 11.127
Cl -2.432 -3.107 5.860
F -2.275 -1.006 1.607
Cl -0.941 -5.363 -2.991
Cl -6.957 -1.601 11.164
H -2.283 -0.918 -6.647
H -2.477 -0.770 6.081
Cl 6.540 1.030 -9.235
H -0.486 0.543 -6.452
C -0.838 1.156 -4.426
C -0.796 0.302 2.884
C 2.225 0.749 5.779
F -0.112 -1.347 1.438
H -0.109 -3.219 2.937
H 5.642 1.060 -4.045
H -2.966 -0.451 -5.219
H -0.377 -0.892 -3.966
F 0.038 1.309 0.399
H 5.437 2.786 -4.444
Cl 8.295 -0.688 -7.626
H -0.444 2.848 -5.343
H -5.105 -2.556 10.078
F 0.494 0.660 2.990
C -1.047 0.510 0.270
Cl 1.976 2.429 -8.096
C 1.324 3.878 -7.336
C 0.028 0.102 -3.751
S -1.012 -0.403 -1.387
H -0.848 4.611 4.273
C 7.877 -0.123 -9.248
Cl 2.565 -0.160 7.257
F -2.973 1.280 3.034
Cl -2.974 -1.502 8.259
C -1.069 -0.402 1.517
Cl -1.143 4.523 6.603
C -0.344 5.065 5.118
Cl -0.440 3.985 -7.491
Cl 0.300 -6.521 -0.599
C -1.352 0.700 -5.797
C 0.232 0.362 -2.241
H 1.751 4.746 -7.824
H 3.163 1.099 5.365
H 1.009 0.154 -4.234
O -2.280 -0.042 -1.999
Cl 1.186 2.149 6.088
H -6.647 -3.016 9.316
C -3.064 -1.584 6.492
C -1.692 1.503 3.284
H 7.585 -0.979 -9.843
C 5.018 1.791 -4.546
*
```

Values from the calculation:
**HOMO energy**: -4.339 eV
**E**: -10821.974528 Eh
**ΔE to the lowest compared entry with this formula, charge and spin**: 0.0000 eV

Löwdin population analysis, charges in e, atoms 1 to 5:
1. F 0.13
2. Cl 0.50
3. H 0.03
4. F 0.11
5. I 0.77